Entry 1:
A molecular structure, C44H43IMgN4O4Sb in a non-equilibrium geometry. Source: the Open Molecules 2025 dataset; level of theory: ωB97M-V/def2-TZVPD.

Geometry as XYZ:
```
98
C44H43IMgN4O4Sb, DFT ωB97M-V/def2-TZVPD
Mg 0.2724 0.9215 0.8200
C 2.5098 -1.0020 -2.6831
C 3.3277 -0.8746 -1.4184
N 4.6268 -1.1893 -1.5018
C 5.3871 -0.9915 -0.4106
C 4.9373 -0.4025 0.7491
C 5.8908 -0.2408 1.8830
O 6.1916 1.1520 2.1240
C 3.5656 -0.0120 0.8503
C 3.1105 0.6938 1.9960
N 1.8561 1.2306 2.2273
C 1.5631 1.5444 3.5342
C 2.1304 0.8511 4.6395
C 1.7957 1.1361 5.9517
C 0.8692 2.1303 6.2575
C 0.2890 2.8347 5.2069
C 0.6319 2.5533 3.8930
I -0.2029 3.7498 2.3905
C 2.7153 -0.3866 -0.2433
O 1.4049 -0.2689 -0.1725
H 2.7138 -1.9575 -3.1768
H 1.4429 -0.9031 -2.4802
H 2.7849 -0.2057 -3.3835
H 6.4277 -1.3053 -0.4903
H 5.4699 -0.6874 2.7909
H 6.8067 -0.7812 1.6379
H 6.7676 1.2042 2.8917
H 3.8638 0.8905 2.7495
H 2.8258 0.0472 4.4289
H 2.2597 0.5657 6.7510
H 0.6071 2.3618 7.2849
H -0.4260 3.6236 5.4109
O -3.0058 -3.3732 5.3767
C -1.5879 -3.3601 5.2704
C -1.1718 -2.4257 4.1750
C 0.1554 -2.3829 3.7818
C 0.5299 -1.4916 2.7999
N -0.3450 -0.6772 2.2000
C -1.6287 -0.7519 2.5401
C -2.0798 -1.5962 3.5368
C -2.5414 0.1257 1.7349
C -3.9110 -0.0422 1.7148
C -4.6869 0.7700 0.8967
C -6.1834 0.6148 0.8598
O -6.7980 1.0843 2.0608
C -4.0526 1.7440 0.1493
C -2.6746 1.8526 0.2247
N -1.9345 1.0510 0.9899
H -3.2541 -3.9908 6.0676
H -1.1978 -4.3550 5.0476
H -1.1299 -3.0253 6.2046
H 0.8975 -3.0251 4.2426
H 1.5609 -1.4069 2.4645
H -3.1205 -1.6177 3.8264
H -4.3786 -0.8187 2.3088
H -6.4519 -0.4360 0.7849
H -6.5837 1.1297 -0.0144
H -6.4803 1.9761 2.2318
H -4.6175 2.4031 -0.5012
H -2.1188 2.5866 -0.3521
C 0.1817 2.0620 -0.9924
C 0.0718 2.0564 -2.2295
C -0.0082 1.9831 -3.6198
C -1.2125 1.3619 -4.2093
C -1.1776 0.6176 -5.3985
C -2.3264 0.0322 -5.9181
C -3.5468 0.1692 -5.2694
C -3.5947 0.8749 -4.0717
C -2.4470 1.4510 -3.5474
C 1.1123 2.4719 -4.4307
C 0.9781 2.8053 -5.7901
C 2.0589 3.2689 -6.5279
C 3.3054 3.4230 -5.9336
C 3.4494 3.1263 -4.5801
C 2.3735 2.6646 -3.8400
H -0.2305 0.4663 -5.9001
H -2.2627 -0.5490 -6.8310
H -4.4418 -0.2820 -5.6812
H -4.5349 0.9760 -3.5383
H -2.4842 1.9909 -2.6084
H 0.0078 2.7314 -6.2636
H 1.9234 3.5201 -7.5748
H 4.1503 3.7738 -6.5139
H 4.4118 3.2526 -4.0967
H 2.4889 2.4293 -2.7872
C -1.4965 -3.2281 -2.7466
Sb -1.0063 -2.0890 -0.9747
C 0.6470 -3.3710 -0.5027
C -2.3487 -3.2975 0.2608
H -1.3880 -4.2969 -2.5381
H -0.8204 -2.9406 -3.5592
H -2.5205 -3.0133 -3.0638
H 0.2914 -4.4053 -0.4695
H 1.0758 -3.0880 0.4622
H 1.4207 -3.2658 -1.2646
H -2.4679 -4.2851 -0.1961
H -3.3340 -2.8244 0.3515
H -1.9241 -3.4163 1.2634
```

Properties
* 2S+1: 1
* lowest unoccupied orbital energy (spin up / spin down): 0.0625 / 0.0624 Ha
* energy above the lowest of the compared OMol25 structures with the same formula, charge and spin: 44.2 kJ/mol
* total charge: -1

Entry 2:
A molecular structure, C4H7N3O in a non-equilibrium geometry. Source: the Open Molecules 2025 dataset; level of theory: ωB97M-V/def2-TZVPD.

Geometry as XYZ:
```
15
C4H7N3O, DFT ωB97M-V/def2-TZVPD
C 1.1172 -0.2171 -1.6178
N -0.3672 0.4321 1.3635
N 0.0362 -0.0654 -0.6697
C 0.0160 -0.6624 0.6098
C -0.7549 1.4058 0.3778
C -1.0483 0.8855 -0.8554
O -1.1008 0.2307 2.5378
N 0.3965 -1.7624 1.1065
H -0.4588 -0.2171 3.1139
H 0.7668 -2.4064 0.4163
H -0.8481 2.4254 0.7251
H -1.9092 0.7313 -1.4786
H 2.0645 0.1460 -1.2086
H 1.2131 -1.2682 -1.8994
H 0.8769 0.3422 -2.5214
```

Properties
* 2S+1: 1
* lowest unoccupied orbital energy (spin up / spin down): 0.0075 / 0.0075 Ha
* energy above the lowest of the compared OMol25 structures with the same formula, charge and spin: 589.1 kJ/mol
* total charge: 0

Entry 3:
A gas-phase ion, C6H11N2 (charge +1) in a non-equilibrium geometry. Source: the Open Molecules 2025 dataset; level of theory: ωB97M-V/def2-TZVPD.

Geometry as XYZ:
```
19
C6H11N2, DFT ωB97M-V/def2-TZVPD
C 3.0719 1.1502 0.8912
C 2.5979 0.6993 -0.0972
C 1.7044 -0.0079 -1.0815
N 0.4375 -0.3610 -0.3932
C 0.4249 -1.4898 0.5335
C -0.6401 0.3266 -0.4977
C -2.0074 -0.0303 0.0446
N -2.9692 1.0110 -0.2107
H 3.6920 1.4448 1.6706
H 1.7243 0.7081 -1.9137
H 2.2976 -0.9338 -1.4435
H 1.3316 -1.8985 0.3471
H 0.2475 -1.0381 1.5381
H -0.5124 -2.1001 0.4209
H -0.7258 1.2238 -1.1022
H -2.3557 -1.1379 -0.3568
H -1.8263 -0.2396 1.0984
H -2.6927 1.8697 0.1639
H -3.7999 0.8034 0.3881
```

Properties
* 2S+1: 1
* lowest unoccupied orbital energy: -0.1696 Ha
* energy above the lowest of the compared OMol25 structures with the same formula, charge and spin: 439.7 kJ/mol
* total charge: +1
* SMILES: C#CC/[N+](C)=C/CN

Entry 4:
A molecular structure, C46H117N7O18 in a non-equilibrium geometry. Source: the Open Molecules 2025 dataset; level of theory: ωB97M-V/def2-TZVPD.

Geometry as XYZ:
```
188
C46H117N7O18, DFT ωB97M-V/def2-TZVPD
C -2.2402 -2.8088 -11.6971
C -2.4659 -3.8630 -10.5932
O -3.7663 -4.3303 -10.6531
O -2.0221 -3.5204 -12.9708
H -1.4507 -2.1027 -11.4398
H -3.1155 -2.2036 -11.9331
H -2.2059 -3.3462 -9.6694
H -1.8234 -4.7425 -10.6354
H -3.8549 -4.7870 -11.4928
H -2.7641 -4.1036 -13.1466
C -6.0904 -4.9360 -8.1773
C -5.2037 -3.7239 -8.5500
O -4.9756 -2.8526 -7.4329
O -6.1329 -5.8664 -9.2689
H -7.1115 -4.5977 -8.0014
H -5.6751 -5.4165 -7.2914
H -5.4151 -3.3016 -9.5324
H -4.2095 -4.1147 -8.7666
H -4.4051 -2.1662 -7.7863
H -5.3774 -6.4587 -9.2663
C -7.9255 -5.1723 -7.8834
O -9.3206 -5.0647 -7.6144
C -10.0729 -6.1211 -8.0985
C -11.5756 -5.7347 -7.8459
N -12.5029 -6.8101 -7.8997
C -12.6035 -7.2551 -9.2967
C -13.5816 -8.4499 -9.3703
O -14.9563 -8.1788 -9.4555
C -15.7484 -9.3188 -9.4666
H -7.5130 -4.3657 -7.2773
H -7.6356 -4.9103 -8.9010
H -7.4506 -6.1248 -7.6482
H -9.7907 -7.0592 -7.6206
H -9.8906 -6.1730 -9.1719
H -11.9257 -4.9270 -8.4888
H -11.5700 -5.3345 -6.8321
H -13.3525 -6.2857 -7.7467
H -11.6792 -7.6832 -9.6846
H -12.9327 -6.4667 -9.9735
H -13.2850 -9.0281 -8.4952
H -13.2959 -8.8668 -10.3361
H -15.4436 -10.0425 -10.2225
H -16.7495 -8.9580 -9.7023
H -15.6732 -9.7582 -8.4719
C -3.7658 -7.9044 -13.7533
O -2.8547 -7.3478 -12.7916
C -1.9223 -6.3956 -13.3052
C -2.6585 -5.2885 -14.1007
N -3.6270 -4.6117 -13.1913
C -4.6834 -3.8787 -13.9254
C -5.7902 -3.5697 -12.8805
O -6.2201 -4.7259 -12.2165
C -7.1231 -4.6434 -11.1022
H -4.7378 -7.4163 -13.8253
H -3.9027 -8.9334 -13.4208
H -3.2596 -8.1741 -14.6802
H -1.2254 -6.8837 -13.9865
H -1.4203 -6.0459 -12.4031
H -3.1213 -5.7339 -14.9814
H -2.0666 -4.4747 -14.5196
H -4.0510 -5.3552 -12.6551
H -5.0462 -4.3863 -14.8192
H -4.2474 -2.9967 -14.3946
H -6.6194 -3.1455 -13.4468
H -5.3390 -2.8611 -12.1859
H -7.3353 -5.6766 -10.8272
H -8.0776 -4.1828 -11.3569
H -6.5459 -4.0694 -10.3773
C -5.2336 -9.9601 -12.0666
O -5.8454 -9.1188 -11.0936
C -5.6352 -7.7680 -11.4304
C -4.2036 -7.3080 -10.9367
N -4.2417 -6.9053 -9.5186
C -2.9779 -6.2617 -9.2068
C -2.8560 -5.9185 -7.6918
O -2.7598 -7.1433 -6.9718
C -2.8449 -6.9414 -5.5504
H -5.7566 -9.9302 -13.0225
H -5.2290 -10.9562 -11.6240
H -4.2109 -9.6374 -12.2616
H -6.4259 -7.1400 -11.0199
H -5.6173 -7.4047 -12.4579
H -3.9048 -6.4191 -11.4923
H -3.4732 -8.0769 -11.1884
H -4.2804 -7.6793 -8.8709
H -2.8034 -5.3770 -9.8192
H -2.1314 -6.9261 -9.3804
H -3.6664 -5.2633 -7.3723
H -1.9751 -5.3012 -7.5157
H -3.7337 -6.3320 -5.3869
H -1.9949 -6.3625 -5.1892
H -2.9950 -7.9358 -5.1299
C -4.9358 -0.5208 -6.8267
O -5.2118 -0.2246 -5.4751
C -6.5810 -0.3676 -5.0650
C -6.6846 -0.1018 -3.5401
N -6.0241 1.0790 -3.1294
C -5.8551 1.1962 -1.7028
C -5.3702 2.6831 -1.3128
O -4.0697 3.0345 -1.7060
C -3.8087 4.3994 -1.5881
H -5.5242 0.1242 -7.4794
H -5.0983 -1.5510 -7.1434
H -3.8867 -0.4249 -7.1064
H -6.8589 -1.3929 -5.3092
H -7.2616 0.3151 -5.5735
H -6.3933 -1.0162 -3.0234
H -7.7072 0.1104 -3.2279
H -5.1875 1.2725 -3.6612
H -5.1252 0.4366 -1.4232
H -6.7931 0.9363 -1.2122
H -5.4242 2.9038 -0.2467
H -6.0839 3.3717 -1.7651
H -4.6765 4.9690 -1.9206
H -2.8935 4.6535 -2.1229
H -3.5690 4.6670 -0.5590
C -5.9494 -13.6560 -10.8826
O -6.4259 -13.0462 -9.7373
C -6.9541 -11.7384 -9.9521
C -7.3282 -11.1953 -8.5429
N -7.9012 -9.8477 -8.5600
C -7.2136 -8.7800 -9.2350
C -7.8635 -7.3648 -9.0945
O -9.0657 -7.2799 -9.8425
C -8.9318 -6.7430 -11.1047
H -5.6307 -14.6319 -10.5165
H -5.0770 -13.2694 -11.4095
H -6.7664 -13.8844 -11.5670
H -7.8153 -11.8017 -10.6173
H -6.1791 -11.1337 -10.4231
H -6.5361 -11.2866 -7.7997
H -8.1543 -11.8239 -8.2105
H -8.8929 -9.8346 -8.7511
H -7.2862 -8.9769 -10.3046
H -6.1977 -8.6297 -8.8696
H -7.1683 -6.5535 -9.3105
H -8.1377 -7.2060 -8.0516
H -8.1433 -7.2800 -11.6319
H -8.5523 -5.7298 -10.9725
H -9.8341 -6.7296 -11.7160
C -10.0482 -1.9605 -0.0330
O -9.3438 -1.8201 -1.2077
C -10.0846 -1.5543 -2.4455
C -9.2192 -1.1031 -3.5491
N -8.7140 -2.1725 -4.4692
C -7.6667 -2.9819 -3.8481
C -7.0267 -3.9819 -4.7972
O -6.0679 -4.7411 -4.0351
C -5.5097 -5.6170 -4.8920
H -10.7182 -1.1117 0.1042
H -9.3576 -2.0597 0.8045
H -10.6476 -2.8703 -0.0625
H -10.7635 -0.7346 -2.2104
H -10.7627 -2.3904 -2.6163
H -8.3513 -0.5280 -3.2262
H -9.7147 -0.3018 -4.0973
H -9.4774 -2.8328 -4.4333
H -8.0715 -3.4776 -2.9658
H -6.9548 -2.2247 -3.5193
H -6.6079 -3.4732 -5.6655
H -7.8398 -4.6006 -5.1768
H -4.7310 -6.1918 -4.3906
H -4.9337 -5.2452 -5.7394
H -6.2191 -6.2755 -5.3933
C -4.7756 -3.0746 -3.2689
O -3.5190 -3.2540 -3.9151
C -3.5270 -4.2146 -4.9780
C -2.1798 -4.1511 -5.6746
N -2.2490 -3.3264 -6.8849
C -2.2872 -1.8365 -6.6323
C -2.4883 -1.1198 -7.8985
O -3.7042 -1.5328 -8.6276
C -4.1284 -0.6629 -9.7105
H -4.9831 -4.0232 -2.7737
H -5.6002 -2.9494 -3.9707
H -4.7727 -2.2787 -2.5241
H -4.3323 -4.0053 -5.6822
H -3.5679 -5.2223 -4.5646
H -1.9143 -5.1795 -5.9196
H -1.3948 -3.9052 -4.9595
H -2.9920 -3.6078 -7.5085
H -1.3731 -1.4594 -6.1738
H -3.1047 -1.6294 -5.9416
H -1.5063 -1.1315 -8.3714
H -2.6778 -0.0759 -7.6485
H -4.3213 0.3595 -9.3858
H -5.0531 -1.0756 -10.1139
H -3.3221 -0.6519 -10.4439
```

Properties
* 2S+1: 1
* lowest unoccupied orbital energy: 0.0102 Ha
* energy above the lowest of the compared OMol25 structures with the same formula, charge and spin: 4103.3 kJ/mol
* total charge: 0

Entry 5:
2 unconnected molecules or ions with the total composition C16H28BClN7O3 in a non-equilibrium geometry. Source: the Open Molecules 2025 dataset; level of theory: ωB97M-V/def2-TZVPD.

Geometry as XYZ:
```
56
C16H28BClN7O3, DFT ωB97M-V/def2-TZVPD
C -2.1364 2.7845 2.0347
C -2.8403 1.4893 1.2580
C -2.7230 0.0825 2.1550
C -2.1009 -1.1192 1.1719
N -0.6310 -0.9726 1.1759
N 0.0829 -1.3987 0.1024
C -0.4055 -2.2099 -1.1033
C 0.1157 -3.7892 -0.9116
O 0.5373 -4.4770 -1.9885
Cl 0.1097 -4.6810 0.7353
C 1.4524 -1.1137 -0.0005
N 2.3774 -1.4911 -1.1776
C 3.8048 -1.0115 -1.0428
B 5.1194 -1.1216 -2.0244
C 4.9644 -0.7376 -3.6165
O 6.4961 -1.5163 -1.5579
N 3.6644 -0.3303 0.3352
O 4.8302 0.2206 0.7025
N 2.4092 -0.4070 0.9149
C 2.1540 0.1730 2.2650
N 3.2787 -0.0697 3.2963
C 2.9811 0.8191 4.4835
H -1.2882 3.2960 1.4104
H -1.6677 2.4182 3.0446
H -2.9778 3.5969 2.2298
H -2.2696 1.3952 0.2140
H -3.9745 1.7159 0.9668
H -3.8211 -0.2015 2.4453
H -2.0270 0.2562 3.1095
H -2.6501 -0.9633 0.1315
H -2.4010 -2.1525 1.6871
H -0.4380 0.0715 1.2570
H -1.5605 -2.2903 -1.2110
H -0.0370 -1.7489 -2.1423
H 3.8809 -1.0048 -4.0079
H 5.0758 0.4316 -3.7436
H 5.8196 -1.2344 -4.2426
H 7.1264 -1.0678 -2.2116
H 5.3637 -0.3774 1.3064
H 1.1859 -0.1470 2.8244
H 2.0914 1.3575 2.1374
H 3.2843 -1.0896 3.5430
H 1.9255 0.5084 4.8911
H 2.9294 1.9352 4.0873
H 3.8422 0.7884 5.2771
N -4.1099 0.0354 -2.0596
C -5.4180 0.3734 -2.0613
C -5.9141 1.5310 -2.6393
C -5.0153 2.3989 -3.2503
C -3.6615 2.0793 -3.2632
C -3.2616 0.8968 -2.6619
H -6.0791 -0.3343 -1.5694
H -6.9754 1.7507 -2.6133
H -5.3668 3.3166 -3.7129
H -2.9357 2.7350 -3.7308
H -2.2162 0.6012 -2.6490
```

Properties
* 2S+1: 1
* lowest unoccupied orbital energy: -0.1488 Ha
* total charge: +1

Entry 6:
A single CH6NPS molecule in a non-equilibrium geometry. Source: the Open Molecules 2025 dataset; level of theory: ωB97M-V/def2-TZVPD.

Geometry as XYZ:
```
10
CH6NPS, DFT ωB97M-V/def2-TZVPD
N -1.6536 -0.7117 0.3753
S -0.9627 -0.2941 -1.1076
C 0.2245 0.9164 -0.3478
P 1.4461 -0.1182 0.7125
H -1.2164 -1.5006 0.8481
H -2.6285 -0.7303 0.3096
H 0.6710 1.3176 -1.2934
H -0.2636 1.4767 0.3953
H 1.8463 -1.1568 -0.3542
H 2.5371 0.8010 0.4621
```

Properties
* 2S+1: 1
* lowest unoccupied orbital energy: 0.0300 Ha
* energy above the lowest of the compared OMol25 structures with the same formula, charge and spin: 185.2 kJ/mol
* total charge: 0
* SMILES: NSCP

Entry 7:
A single C8H14N4O5 molecule in a non-equilibrium geometry. Source: the Open Molecules 2025 dataset; level of theory: ωB97M-V/def2-TZVPD.

Geometry as XYZ:
```
31
C8H14N4O5, DFT ωB97M-V/def2-TZVPD
N 4.5231 -1.3745 -1.1896
C 3.4180 -1.0392 -0.4653
O 3.0068 -1.6125 0.5465
C 2.8061 0.3026 -0.8311
C 1.4664 0.4320 -0.0968
N 0.5378 1.1579 -0.8938
C -0.8030 1.3889 -0.6085
O -1.4930 2.2933 -1.0996
C -1.5645 0.2738 0.0926
N -0.9898 0.2627 1.4865
C -3.0928 0.3960 -0.1714
C -3.6893 -1.0268 0.0881
N -4.9602 -1.1597 -0.2990
O -3.0959 -1.9556 0.6792
C 1.6387 0.9289 1.3409
O 1.1335 1.9649 1.6153
O 2.4171 0.1540 2.2115
H 5.0372 -2.1768 -0.8465
H 5.2520 -0.7003 -1.7997
H 3.4769 1.1097 -0.6142
H 2.5118 0.3764 -1.8484
H 1.1801 -0.6691 -0.0344
H 0.8704 2.0096 -1.3513
H -1.3363 -0.5906 -0.5089
H -1.4656 1.0331 1.9400
H -1.1248 -0.6556 2.1028
H -3.4516 0.8210 -1.0944
H -3.5817 1.0409 0.6519
H -5.5463 -1.9286 0.0087
H -5.5040 -0.3347 -0.7327
H 2.4230 -0.7216 1.7215
```

Properties
* 2S+1: 1
* lowest unoccupied orbital energy: 0.0062 Ha
* energy above the lowest of the compared OMol25 structures with the same formula, charge and spin: 275.2 kJ/mol
* total charge: 0
* SMILES: NC(=O)C[C@H](NC(=O)[C@@H](N)CC(N)=O)C(=O)O

Entry 8:
A molecular structure, C30H17Co2NO7 in a non-equilibrium geometry. Source: the Open Molecules 2025 dataset; level of theory: ωB97M-V/def2-TZVPD.

Geometry as XYZ:
```
57
C30H17Co2NO7, DFT ωB97M-V/def2-TZVPD
C 0.5010 -3.8089 2.5801
C -0.5256 -3.3231 1.7578
C -0.6563 -1.9585 1.5432
C 0.2124 -1.0371 2.1945
C -0.0252 0.3714 2.1302
C -1.3934 0.9217 1.9360
O -1.5436 2.0214 1.3889
C -2.6078 0.1493 2.4642
C -2.5592 -0.6658 3.6096
C -3.6806 -1.3940 4.0142
C -4.8822 -1.2565 3.3108
C -4.9741 -0.3494 2.2458
C -3.8491 0.3776 1.8502
C 0.9266 1.3065 2.5656
N 1.7353 2.0599 2.9741
C 1.3057 -1.5535 2.9474
C 1.4062 -2.9226 3.1789
H 0.5866 -4.8804 2.7597
H -1.2385 -4.0060 1.2920
H -1.4519 -1.5742 0.9013
H -1.6223 -0.7599 4.1625
H -3.6118 -2.0655 4.8723
H -5.7606 -1.8246 3.6163
H -5.9187 -0.1969 1.7199
H -3.9158 1.1075 1.0393
H 2.0174 -0.8569 3.4037
H 2.1986 -3.2979 3.8312
O 4.6957 1.8584 0.9390
C 5.0848 2.8659 0.5147
Co 5.9224 4.2448 -0.1982
C 6.3303 5.1124 1.3974
O 6.9411 5.1948 2.3849
C 7.4961 3.4331 -0.4095
O 8.4488 2.7848 -0.5083
C 5.2725 5.4228 -1.3843
C 4.9722 4.1250 -1.7411
C 4.5620 3.2769 -2.7307
C 3.5309 2.2707 -2.6417
C 3.4246 1.2870 -3.6676
C 2.4582 0.2947 -3.6099
C 1.5328 0.2921 -2.5552
C 1.5783 1.2767 -1.5572
C 2.5708 2.2613 -1.5994
Co 4.5921 6.2569 0.3306
C 3.7884 7.5158 -0.5896
O 3.2674 8.3610 -1.1822
C 4.9722 7.4468 1.5737
O 5.2160 8.2546 2.3676
C 3.1453 5.4180 0.8946
O 2.1358 4.9443 1.2172
H 5.7353 6.1523 -2.0661
H 5.0982 3.3350 -3.6917
H 4.1375 1.3168 -4.4898
H 2.3893 -0.4689 -4.3892
H 0.7719 -0.4864 -2.5037
H 0.8457 1.2772 -0.7407
H 2.5878 3.0637 -0.8537
```

Properties
* 2S+1: 1
* lowest unoccupied orbital energy: 0.1610 Ha
* energy above the lowest of the compared OMol25 structures with the same formula, charge and spin: 0.0 kJ/mol
* total charge: -2